1.
A molecular structure, C2H3IN2O. Source: the OMol25 dataset; level of theory: wB97M-V/def2-TZVPD.

Expectation value of S² = 2.019
HOMO-LUMO gap (alpha / beta) = 9.95 / 6.75 eV

Structure (ORCA input):
```
! RIJCOSX wB97M-V def2-TZVPD def2/J DEFGRID3
* xyz 0 3
C 0.09993 -0.19972 -0.08005
C -0.60862 -1.15891 -0.89477
N 1.10136 0.00511 0.82754
N 1.05217 1.26613 0.62563
O -0.08883 1.13298 -0.20676
I 1.06940 3.09009 3.02452
H -0.16834 -2.05751 -0.78451
H -1.66417 -1.22224 -0.61619
H -0.79290 -0.85594 -1.89542
*
```

***

2.
A single C2H3IN2O molecule. Source: the OMol25 dataset; level of theory: wB97M-V/def2-TZVPD.

Expectation value of S² = 2.025
HOMO-LUMO gap (alpha / beta) = 7.94 / 8.02 eV

Structure (ORCA input):
```
! RIJCOSX wB97M-V def2-TZVPD def2/J DEFGRID3
* xyz 0 3
C 1.06378 0.21294 0.35352
C -0.15180 0.68979 -0.24543
N -0.14545 -2.00309 -0.09273
N -1.18956 0.22040 0.34248
O 0.87130 -1.43761 -0.25126
I -3.10752 0.60348 -0.05813
H 1.94557 0.27352 -0.21305
H 0.97052 0.26831 1.37593
H -0.25684 1.17226 -1.21132
*
```

***

Which structure is the most stable? The one labeled 1.

***

1.
A molecular structure, C23H14BrMnN3O7. Source: the OMol25 dataset; level of theory: wB97M-V/def2-TZVPD.

Expectation value of S² = 1.039
HOMO-LUMO gap (alpha / beta) = 5.06 / 5.03 eV

Structure (ORCA input):
```
! RIJCOSX wB97M-V def2-TZVPD def2/J DEFGRID3
* xyz -2 2
Mn 0.75258 -0.51509 -0.33199
Br 2.42243 2.78223 -1.01722
C 1.41210 2.54521 0.56015
C 1.14070 3.66700 1.34737
C 0.44122 3.47472 2.51442
C 0.04696 2.19703 2.87822
C 0.35435 1.15529 2.01662
N 1.00507 1.33367 0.87685
C -0.08362 -0.29652 2.37461
O -0.55080 -0.44461 3.50156
O 0.08413 -1.11945 1.43862
H 1.48534 4.63931 1.02617
H 0.20853 4.32306 3.15001
H -0.48595 1.95984 3.78786
O 4.54307 -5.29423 -0.70893
C 3.79515 -4.33956 -0.61259
C 4.16947 -2.97718 -0.06814
O 5.26978 -2.66063 0.36482
C 2.96768 -2.15348 -0.20237
C 1.90217 -2.94000 -0.72908
O 0.75951 -2.42407 -0.92096
C 2.33295 -4.31080 -0.98142
O 1.68435 -5.25336 -1.41842
O 2.81375 -0.92685 0.08222
C -2.20829 1.48697 -0.34493
N -1.06411 0.91088 -1.00920
C -0.86420 1.24134 -2.23555
C 0.29488 0.81234 -2.94378
C 0.72268 1.01655 -4.26203
C 1.93851 0.32187 -4.36540
C 2.16187 -0.26538 -3.09936
N 1.17622 0.04186 -2.25574
C -2.89704 0.53147 0.60215
C -2.78188 -0.84629 0.46927
C -3.42352 -1.69313 1.36496
C -4.19666 -1.17286 2.39468
C -4.31572 0.20524 2.53541
C -3.66067 1.04573 1.64693
H -2.94003 1.85360 -1.07975
H -1.89629 2.36197 0.24132
H -1.58002 1.88894 -2.75875
H 0.21192 1.58891 -5.02505
H 2.57759 0.23690 -5.23325
H 2.99131 -0.87804 -2.77440
H -2.14692 -1.25734 -0.30467
H -3.28460 -2.76339 1.27288
H -4.67442 -1.83655 3.10561
H -4.88936 0.62396 3.35453
H -3.72217 2.12292 1.77576
*
```

***

2.
A molecular structure, C23H14BrMnN3O7. Source: the OMol25 dataset; level of theory: wB97M-V/def2-TZVPD.

Expectation value of S² = 1.056
HOMO-LUMO gap (alpha / beta) = 5.63 / 5.61 eV

Structure (ORCA input):
```
! RIJCOSX wB97M-V def2-TZVPD def2/J DEFGRID3
* xyz -2 2
Mn 1.29819 0.69358 0.62117
Br -2.11023 1.60709 -0.56297
C -1.77149 1.71205 1.28555
C -2.80136 2.11688 2.13271
C -2.53336 2.19780 3.48348
C -1.26748 1.88624 3.95517
C -0.31214 1.49341 3.03335
N -0.56563 1.39409 1.72535
C 1.14892 1.19336 3.49422
O 1.34016 1.23941 4.71097
O 1.92668 0.94475 2.54412
H -3.76853 2.35986 1.71720
H -3.31162 2.51063 4.17174
H -0.97691 1.94117 4.99378
O 0.71225 4.31949 -4.31277
C 0.82757 3.61742 -3.32822
C 0.65240 2.12132 -3.26728
O 0.30189 1.39177 -4.18904
C 0.93564 1.75633 -1.88834
C 1.18728 2.90053 -1.08892
O 1.37259 2.79757 0.16262
C 1.13367 4.10849 -1.92005
O 1.27078 5.27652 -1.59464
O 0.89434 0.59393 -1.36690
C -1.08458 -1.71985 0.68609
N 0.30627 -1.28866 0.66637
C 1.17142 -2.22564 0.51984
C 2.55760 -1.91125 0.42170
C 3.70396 -2.70840 0.41680
C 4.78110 -1.80675 0.41036
C 4.21398 -0.52186 0.42238
N 2.87609 -0.58933 0.42316
C -1.68492 -2.09274 -0.65445
C -1.25083 -1.51176 -1.84293
C -1.87166 -1.83602 -3.04310
C -2.92090 -2.74705 -3.07387
C -3.34852 -3.34056 -1.89315
C -2.72845 -3.01351 -0.69333
H -1.67948 -0.91300 1.11902
H -1.20322 -2.58304 1.35424
H 0.86482 -3.27692 0.46517
H 3.73376 -3.78887 0.42141
H 5.83514 -2.04368 0.39984
H 4.71398 0.43598 0.42674
H -0.42947 -0.80041 -1.82783
H -1.52014 -1.35336 -3.94751
H -3.40061 -2.99664 -4.01377
H -4.15916 -4.06065 -1.90543
H -3.05979 -3.47969 0.22996
*
```

***

Which structure is the most stable? The one labeled 2.

***

1.
A molecular structure, Hg3O16P4Pb4. Source: the OMol25 dataset; level of theory: wB97M-V/def2-TZVPD.

HOMO-LUMO gap = 1.38 eV

Structure (ORCA input):
```
! RIJCOSX wB97M-V def2-TZVPD def2/J DEFGRID3
* xyz 2 1
Hg -18.39675 2.41752 -21.22647
Hg -21.33690 3.70552 -26.45705
Hg -17.14389 8.16149 -21.98843
Pb -25.96379 2.92846 -19.37063
Pb -25.37507 9.07198 -16.77448
Pb -22.80453 12.19316 -24.06333
Pb -18.59947 4.79635 -15.41358
P -30.43018 5.33613 -17.26995
O -28.90164 5.58947 -17.25210
O -30.82226 5.30934 -15.69246
O -30.36711 3.93489 -18.13171
O -31.22946 6.37448 -17.96460
P -16.27468 3.79357 -25.61765
O -14.88805 3.28391 -26.07451
O -16.91886 4.67007 -26.71889
O -16.16667 4.40423 -24.16313
O -17.36718 2.73658 -25.23210
P -13.60917 3.54170 -17.52433
O -13.81499 4.05553 -16.04990
O -12.91897 2.14336 -17.23429
O -12.50094 4.47907 -18.27179
O -15.03749 3.18445 -18.12397
P -21.36406 6.47281 -20.68667
O -21.14504 7.96559 -21.19856
O -22.47650 6.31855 -19.64291
O -20.02503 6.00730 -20.01574
O -21.21951 5.43835 -21.76655
*
```

***

2.
A molecular structure, Hg3O16P4Pb4. Source: the OMol25 dataset; level of theory: wB97M-V/def2-TZVPD.

HOMO-LUMO gap = 1.75 eV

Structure (ORCA input):
```
! RIJCOSX wB97M-V def2-TZVPD def2/J DEFGRID3
* xyz 2 1
Hg 23.36214 -12.42130 -11.03354
Hg 25.78573 -13.96814 -13.14312
Hg 21.64075 -15.14863 -12.24383
Pb 26.28243 -14.51000 -8.25967
Pb 23.90682 -17.51930 -7.59832
Pb 23.87392 -18.72245 -12.28985
Pb 21.39676 -13.56123 -8.17493
P 27.27945 -16.84597 -6.27684
O 25.94640 -16.42356 -6.94430
O 26.90054 -16.91419 -4.69738
O 28.17417 -15.59350 -6.86068
O 27.81347 -18.15725 -6.71835
P 23.18450 -12.73801 -13.98668
O 22.48218 -11.70889 -14.90257
O 23.84046 -13.85621 -14.83243
O 22.20492 -13.17528 -12.82503
O 24.31026 -12.22957 -13.02046
P 19.93057 -11.75675 -10.41311
O 19.23211 -12.23912 -9.08653
O 19.80843 -10.18567 -10.23249
O 19.00150 -12.16748 -11.69126
O 21.48444 -12.07005 -10.29215
P 23.69810 -15.30355 -10.37434
O 23.15351 -16.58351 -11.15121
O 24.18493 -15.58833 -8.94863
O 22.51327 -14.28136 -10.26884
O 24.47806 -14.35815 -11.24327
*
```

***

Which structure is the most stable? The one labeled 2.

***

1.
A gas-phase ion, CH3N4O (charge +1). Source: the OMol25 dataset; level of theory: wB97M-V/def2-TZVPD.

HOMO-LUMO gap = 10.06 eV
SMILES = [NH3+]/N=N/N=C=O

Structure (ORCA input):
```
! RIJCOSX wB97M-V def2-TZVPD def2/J DEFGRID3
* xyz 1 1
N -0.04043 -0.18268 -0.09476
N -1.41928 -0.49116 -0.09186
N -2.06116 0.52225 0.18348
N -3.36018 0.47189 0.25139
C -4.36859 -0.16379 0.00733
O -5.52271 -0.44965 -0.14744
H 0.42057 -1.04669 -0.68511
H 0.31148 -0.13483 0.92582
H 0.21529 0.78702 -0.52424
*
```

***

2.
2 unconnected molecules or ions with the total composition CH3N4O. Source: the OMol25 dataset; level of theory: wB97M-V/def2-TZVPD.

HOMO-LUMO gap = 8.01 eV

Structure (ORCA input):
```
! RIJCOSX wB97M-V def2-TZVPD def2/J DEFGRID3
* xyz 1 1
C 0.07748 -2.64210 0.98728
N 0.14236 -1.45623 0.71750
N -0.35406 -0.38201 0.94691
N -0.89960 0.58771 1.02302
N 0.32344 1.73908 -0.99915
O 0.19081 -3.76524 1.05716
H -0.49399 1.41767 -1.58513
H 0.96235 2.02293 -1.74186
H 0.05122 2.47819 -0.40573
*
```

***

Which structure is the most stable? The one labeled 2.